17
Properties=species:S:1:pos:R:3:forces:R:3 method="wB97M-V/def2-TZVPD" multiplicity=1 e_lumo_ev=-3.639 total_energy_ev=-8876.2397 charge=+1 smiles="C=CC[C@@H]([NH3+])C=O" e_homo_ha=-0.501 fmax_ha_per_bohr=0.032 e_above_lowest_kcal_mol=54.0
C -1.28989 -2.00741 -0.66981 0.3 1.2 0.6
C -1.23534 -1.16403 0.38218 -0.4 -0.9 -0.5
C -1.30256 0.32346 0.17862 -1.6 -0.1 -0.4
C 0.01240 1.08931 0.24224 0.8 0.0 1.0
N 0.81950 0.58079 1.41468 1.1 -0.8 0.5
C 0.86930 0.82512 -1.00448 -0.7 -0.9 0.4
O 1.92079 0.26427 -0.90074 0.3 0.3 -0.1
H -1.74347 -1.62259 -1.57692 0.9 -0.1 -0.6
H -0.85928 -2.99448 -0.60610 -1.0 -0.5 0.1
H -1.45558 -1.64301 1.33966 1.2 0.3 0.4
H -2.04826 0.77814 0.83801 0.2 0.1 -0.1
H -1.66783 0.41340 -0.85093 -0.1 0.5 0.1
H -0.09450 2.14956 0.45152 -0.4 0.2 -0.5
H 1.69870 0.16186 1.05058 -0.3 -0.1 -0.5
H 1.18207 1.21272 2.13047 -0.6 0.6 -0.2
H 0.32914 -0.17254 1.90231 -0.1 0.0 -0.1
H 0.33903 0.98096 -1.95421 0.3 0.4 -0.1